Density functional theory data (the ωB97M-V functional and the def2-TZVPD basis) for a cluster of 3 separate species, C2H5FNO in total at a distorted geometry.

Structure (XYZ):
```
10
Properties=species:S:1:pos:R:3:lowdin_spin:R:1
C -1.1917 -0.0241 0.1458 0.0494
C 0.2997 0.1771 0.3848 0.1870
N 1.2073 -0.4855 -0.2546 0.4762
O 2.3496 -0.8370 0.0677 0.5599
F 0.3499 2.0869 -0.2552 0.2002
H -1.9687 0.4582 0.6788 0.0019
H -1.2992 -1.0312 0.5072 0.0095
H -1.2738 -0.0454 -0.9277 0.0408
H 0.7278 0.6227 1.2576 0.0147
H 0.7991 -0.9217 -1.6043 0.4604
```

The HOMO-LUMO gap (spin up / spin down) comes out at 4.7726 / 8.2751 eV. For the HOMO energy (spin up / spin down), the calculation gives -0.0165 / -0.1816 hartree. Its LUMO energy (spin up / spin down) is 4.3 / 3.3 eV. The value obtained for the total energy is -308.85693 Ha. As for the spin multiplicity: 3. As for the total charge: -1.

***

Density functional theory data (the ωB97M-V functional and the def2-TZVPD basis) for a cluster of 2 separate species, C6H12O in total at a distorted geometry.

Structure (XYZ):
```
19
Properties=species:S:1:pos:R:3:nbo_charge:R:1
C 1.7245 -1.3247 -0.8181 -0.3899
C 1.2107 -0.6301 0.1883 -0.1959
C 0.9387 0.8426 0.1000 -0.4870
C 0.1487 1.6001 1.1746 -0.6115
H 1.9985 -2.3649 -0.7094 0.2017
H 1.8434 -0.8821 -1.8079 0.1991
H 1.1487 -1.0342 1.1965 0.1966
H 0.7716 1.2278 -0.9130 0.2203
H 2.0008 1.0029 0.3022 0.2471
H 0.6960 2.5228 1.3905 0.2166
H -0.8758 1.9023 0.9192 0.2030
H 0.0955 1.0216 2.1030 0.2079
C -1.9609 -0.7183 0.1132 -0.7353
C -1.2571 -0.2981 -1.1531 0.4370
O -0.6571 -1.0720 -1.8575 -0.5259
H -1.2982 -1.2867 0.7756 0.2451
H -2.3969 0.1227 0.6584 0.2168
H -2.7614 -1.3935 -0.2029 0.2470
H -1.3697 0.7616 -1.4596 0.1074
```

The HOMO-LUMO gap comes out at 9.9817 eV. For the HOMO energy, the calculation gives -0.3265 hartree. Its LUMO energy is 1.1 eV. The value obtained for the total energy is -310.97380 Ha. As for the total charge: 0. Its SMILES is C=CCC.CC=O.

***

Density functional theory data (the ωB97M-V functional and the def2-TZVPD basis) for a cluster of 13 separate species, C46H86N12O10 in total at a distorted geometry.

Structure (XYZ):
```
154
Properties=species:S:1:pos:R:3:lowdin_charge:R:1
C 1.7488 0.4730 0.6209 -0.1373
C 1.0487 0.1168 -0.7064 -0.1621
C -0.3820 -0.2237 -0.2901 -0.1748
O -0.4259 -0.0404 1.1499 -0.1838
C 0.8793 -0.2307 1.6798 -0.1791
H 1.6938 1.5487 0.7877 0.1134
H 2.8011 0.1900 0.5967 0.0770
H 1.5967 -0.6878 -1.1966 0.0911
H 0.9614 0.9938 -1.3478 0.0947
H -0.5807 -1.2837 -0.4477 0.0937
H -1.1733 0.3239 -0.8021 0.0928
H 0.9444 -1.3120 1.8010 0.1053
H 1.0484 0.1926 2.6699 0.0949
C 1.1985 -3.0307 -4.4389 0.0174
C -0.1944 -3.1056 -3.7402 -0.5223
O -0.3763 -2.5816 -2.6226 -0.0266
N -1.1928 -3.7672 -4.2651 0.0384
C -1.1288 -4.6619 -5.4489 -0.0495
H 1.8023 -2.2541 -3.9694 0.0528
H 1.0015 -2.7596 -5.4762 0.0773
H 1.7341 -3.9751 -4.3426 0.0784
H -2.1214 -3.6946 -3.8746 0.0869
H -0.2588 -5.3185 -5.4575 0.0796
H -1.0990 -4.1392 -6.4049 0.0760
H -2.0963 -5.1637 -5.4352 0.0873
C -0.4429 4.7423 7.0145 0.0006
C -0.3526 3.3106 6.5887 -0.5550
O -0.0714 2.4215 7.3973 -0.0035
N -0.5930 3.1189 5.2736 0.0363
C -0.3848 1.8295 4.6764 -0.0787
H 0.4965 5.1512 7.3865 0.0869
H -1.1432 4.6617 7.8459 0.0856
H -0.8568 5.3534 6.2123 0.0707
H -0.7137 3.9369 4.6936 0.0751
H 0.5490 1.8380 4.1143 0.0574
H -1.2449 1.6527 4.0306 0.0708
H -0.2578 0.9790 5.3461 0.0820
C -3.7408 2.3356 -1.5815 0.0061
C -4.0069 3.7921 -1.3392 -0.5366
O -4.3165 4.1274 -0.1951 0.0050
N -3.9098 4.7214 -2.2945 0.0313
C -3.5572 4.4908 -3.6740 -0.0768
H -4.0456 1.7583 -0.7086 0.0906
H -2.6722 2.3068 -1.7946 0.0762
H -4.3065 1.9494 -2.4294 0.0743
H -4.0720 5.6903 -2.0599 0.1485
H -3.7862 5.3420 -4.3151 0.0914
H -4.0506 3.5737 -3.9958 0.0712
H -2.4811 4.4106 -3.8281 0.0742
C -5.3755 -1.5843 -4.4563 0.0015
C -4.5382 -2.2233 -3.3306 -0.5835
O -3.8983 -3.1691 -3.5704 0.0750
N -4.5196 -1.4962 -2.2050 -0.0028
C -3.6606 -1.7431 -1.1242 -0.0585
H -5.6043 -0.5288 -4.3086 0.0652
H -6.3304 -2.1002 -4.5571 0.0760
H -4.9624 -1.6874 -5.4597 0.0815
H -5.2194 -0.7739 -2.1119 0.1426
H -2.8253 -2.3831 -1.4085 0.0824
H -4.3135 -2.1517 -0.3529 0.0995
H -3.3876 -0.7439 -0.7850 0.0595
C -0.6456 -4.4375 0.2094 0.0183
C -1.2455 -4.0252 1.5506 -0.5050
O -2.4586 -4.1757 1.7551 -0.0019
N -0.3563 -3.6297 2.5013 0.0325
C -0.8443 -3.2783 3.8137 -0.0554
H 0.4385 -4.4633 0.0987 0.0629
H -1.1616 -3.8522 -0.5517 0.0547
H -0.9280 -5.4754 0.0327 0.0865
H 0.6076 -3.7848 2.2426 0.0685
H -1.2886 -2.2855 3.7428 0.0661
H -0.0388 -3.1489 4.5365 0.0837
H -1.6065 -3.9466 4.2144 0.0900
C -5.7495 -3.2498 3.4493 -0.0027
C -5.1345 -1.8835 3.2603 -0.5854
O -5.8492 -0.9421 3.5136 0.0317
N -3.8920 -1.7846 2.7794 0.0380
C -3.2686 -0.5199 2.3641 -0.0536
H -4.9875 -4.0101 3.6204 0.0696
H -6.3310 -3.6010 2.5969 0.0800
H -6.4440 -3.1529 4.2838 0.0809
H -3.3792 -2.6202 2.5365 0.0700
H -3.9237 0.2705 2.7306 0.0848
H -3.1756 -0.4095 1.2837 0.0505
H -2.2971 -0.3577 2.8309 0.0553
C 3.4294 0.3480 -3.8958 -0.0146
C 4.3455 1.5039 -4.3261 -0.5534
O 3.8648 2.5354 -4.7256 0.0444
N 5.6892 1.3296 -4.1436 0.0025
C 6.6907 2.2870 -4.6421 -0.0520
H 2.8485 0.5484 -2.9956 0.0608
H 3.9862 -0.5621 -3.6726 0.0622
H 2.7922 -0.0141 -4.7026 0.0771
H 5.9859 0.4393 -3.7701 0.1233
H 7.3555 2.5523 -3.8201 0.0803
H 6.2021 3.1697 -5.0547 0.0824
H 7.2310 1.8169 -5.4639 0.0798
C 3.3438 -3.1422 0.0772 0.0179
C 3.1683 -4.2909 1.0510 -0.4977
O 2.4497 -4.1559 2.0769 -0.0161
N 3.6944 -5.4873 0.7265 0.0223
C 3.5827 -6.6875 1.5682 -0.0616
H 4.2133 -2.5279 0.3110 0.0702
H 2.3924 -2.6119 0.0343 0.0715
H 3.5564 -3.4760 -0.9384 0.0756
H 4.2182 -5.6323 -0.1248 0.1348
H 4.2406 -7.4952 1.2475 0.0812
H 2.5990 -7.1562 1.5402 0.0834
H 3.7910 -6.5026 2.6221 0.0867
C -2.6249 6.3954 1.9951 -0.0075
C -1.9293 5.1268 2.3150 -0.5354
O -1.2251 5.1610 3.3249 0.0123
N -2.0769 4.1524 1.4092 0.0472
C -1.4561 2.8267 1.3487 -0.0340
H -3.1684 6.7461 2.8725 0.0948
H -3.2758 6.3298 1.1233 0.0620
H -1.9611 7.1486 1.5708 0.0879
H -2.6580 4.3957 0.6198 0.0723
H -0.4588 2.8576 1.7875 0.0847
H -1.3869 2.6039 0.2839 0.0690
H -1.9899 1.9717 1.7636 0.0659
N 6.6136 0.9471 1.5913 0.0585
C 5.9157 0.3020 0.6311 -0.1616
C 5.2551 0.9886 -0.4115 -0.0835
C 5.2905 2.3984 -0.4876 -0.0580
C 6.0218 3.0421 0.5070 -0.0716
C 6.6748 2.3104 1.5158 -0.1269
H 5.8419 -0.7691 0.7477 0.0825
H 4.8067 0.3828 -1.1850 0.0756
H 4.9705 2.8753 -1.4022 0.1014
H 6.1813 4.1087 0.4484 0.0991
H 7.3151 2.8578 2.1916 0.1010
N 3.0433 1.6500 4.8263 0.0649
C 2.3846 0.8468 5.7324 -0.1416
C 2.4437 -0.5518 5.6697 -0.0394
C 3.0909 -1.0895 4.5332 -0.0963
C 3.6166 -0.3216 3.5643 -0.1145
C 3.6367 1.0722 3.7466 -0.1273
H 1.8925 1.3190 6.5698 0.0867
H 1.9534 -1.1367 6.4338 0.1010
H 3.2745 -2.1430 4.3819 0.0999
H 4.1748 -0.7225 2.7311 0.0842
H 4.1192 1.7285 3.0375 0.0871
N -2.8815 1.3393 -5.0191 0.0600
C -2.2343 2.3190 -5.6836 -0.1784
C -0.8991 2.6079 -5.4327 -0.0598
C -0.1686 1.8171 -4.4750 -0.0176
C -0.9049 0.8712 -3.7381 -0.0711
C -2.2245 0.6531 -4.0551 -0.1514
H -2.7620 2.7479 -6.5226 0.1054
H -0.4424 3.4371 -5.9525 0.0980
H 0.9041 1.8533 -4.3553 0.0836
H -0.4689 0.1746 -3.0374 0.0752
H -2.7692 -0.1738 -3.6239 0.0914
```

The HOMO-LUMO gap comes out at 8.2655 eV. For the HOMO energy, the calculation gives -0.3092 hartree. Its LUMO energy is -0.1 eV. The value obtained for the total energy is -3213.91430 Ha. As for the total charge: 0.

***

Density functional theory data (the ωB97M-V functional and the def2-TZVPD basis) for the ion C7H10N with charge +1 at a distorted geometry.

Structure (XYZ):
```
18
Properties=species:S:1:pos:R:3:nbo_charge:R:1
C -1.2165 0.7466 -1.0824 -0.4005
C -0.4592 -0.1976 -0.0314 0.3971
C 0.8508 2.1469 -1.1484 -0.5860
C 1.4296 1.1896 0.0658 -0.1943
C -0.4278 1.6703 -1.4756 0.4831
C -0.3582 -2.1155 1.4987 -0.5846
C -1.1502 -1.4585 0.3767 -0.4726
N 0.6346 0.1612 0.4033 -0.3134
H -2.2260 0.6874 -1.5151 0.3267
H 1.4250 2.1209 -2.1709 0.2889
H 0.8103 3.2277 -0.9479 0.3023
H 2.4933 0.7382 -0.3180 0.2777
H 1.7908 1.8895 0.8932 0.2749
H -0.5295 -1.7759 2.4374 0.2193
H 0.8053 -2.2814 1.2777 0.2252
H -0.7728 -3.1375 1.4899 0.2288
H -2.1552 -1.4085 0.7360 0.2640
H -0.9442 -2.2035 -0.4890 0.2634
```

The HOMO-LUMO gap (spin up / spin down) comes out at 8.0772 / 8.0790 eV. For the HOMO energy (spin up / spin down), the calculation gives -0.5431 / -0.5431 hartree. Its LUMO energy (spin up / spin down) is -6.7 / -6.7 eV. The value obtained for the total energy is -327.04581 Ha. As for the total charge: +1.

***

Density functional theory data (the ωB97M-V functional and the def2-TZVPD basis) for the molecule C2H6N2OS at a distorted geometry.

Structure (XYZ):
```
12
Properties=species:S:1:pos:R:3:nbo_charge:R:1
C 0.3325 -1.4559 -0.5823 -0.6482
C -0.0893 -0.0172 -0.3473 0.3723
N -1.1028 0.4427 -1.0073 -0.2079
O -1.2110 1.8026 -0.7787 -0.6052
N 0.5701 0.7676 0.5820 -0.7826
S 1.4456 0.1311 1.8795 0.1934
H 0.2992 -1.9327 0.3521 0.2229
H -0.4168 -1.8466 -1.2147 0.2373
H 1.3128 -1.4811 -1.0375 0.2275
H -2.0850 2.0447 -1.0711 0.4799
H 0.5198 1.7476 0.5013 0.4197
H 0.4249 -0.2025 2.7240 0.0909
```

The HOMO-LUMO gap comes out at 9.5117 eV. For the HOMO energy, the calculation gives -0.3198 hartree. Its LUMO energy is 0.8 eV. The value obtained for the total energy is -662.67286 Ha. As for the total charge: 0. Its SMILES is C/C(=N/O)NS.

***

Density functional theory data (the ωB97M-V functional and the def2-TZVPD basis) for a cluster of 2 separate species, C6H9BrO in total at a distorted geometry.

Structure (XYZ):
```
17
Properties=species:S:1:pos:R:3:nbo_charge:R:1
C 2.3538 1.8472 1.3545 -0.5905
C -0.3231 -0.4993 -1.5274 -0.3643
C -0.6750 0.0704 -0.4141 0.6251
C 1.6834 0.9245 0.6954 -0.2562
C -1.3972 -1.3361 -2.2705 -0.6355
C -1.1410 0.0009 1.8758 -0.2862
O -1.3690 0.5184 0.5706 -0.4312
Br 2.8562 -0.2633 -0.4728 -0.1681
H 3.3139 2.2317 1.1461 0.2017
H 1.8759 2.3507 2.1996 0.2025
H 0.7637 -0.5325 -1.9957 0.3304
H -1.5749 -0.8244 -3.3099 0.2393
H -0.8230 -2.3542 -2.6016 0.2334
H -2.3414 -1.6800 -1.7664 0.2377
H -1.7109 -0.8890 2.2271 0.1983
H -1.4377 0.7535 2.5604 0.2092
H -0.0535 -0.3185 1.7289 0.2545
```

The HOMO-LUMO gap (spin up / spin down) comes out at 7.1621 / 7.1663 eV. For the HOMO energy (spin up / spin down), the calculation gives -0.2805 / -0.2806 hartree. Its LUMO energy (spin up / spin down) is -0.5 / -0.5 eV. The value obtained for the total energy is -2883.00167 Ha. As for the total charge: 0.

***

Q: Among the records above, which one has the highest total charge?
A: C7H10N

***

Q: Look up the total charge of the second one.
A: 0